No. 1
{
  "formula": "C43H46N3O2PdSeSi",
  "method": "the ωB97M-V functional and the def2-TZVPD basis",
  "symbols": ["Pd", "C", "Si", "C", "N", "C", "C", "C", "C", "C", "C", "C", "C", "C", "C", "C", "C", "C", "C", "C", "C", "C", "H", "H", "H", "H", "H", "H", "H", "H", "H", "H", "H", "H", "H", "H", "H", "H", "H", "H", "H", "H", "H", "H", "H", "H", "O", "C", "N", "C", "C", "O", "N", "C", "C", "C", "C", "C", "C", "C", "C", "C", "C", "C", "C", "H", "H", "H", "H", "H", "H", "H", "H", "H", "H", "H", "C", "C", "C", "C", "C", "C", "Se", "C", "C", "C", "H", "H", "H", "H", "H", "H", "H", "H", "H", "H", "H"],
  "positions_angstrom": [[0.17606, 0.05131, -0.81975], [2.17197, -0.26730, -1.16841], [3.00745, 1.05362, -0.21113], [1.93485, 2.55995, -0.60073], [0.51958, 2.20898, -0.32254], [-0.39571, 2.98822, -1.19594], [-0.51628, 4.44465, -0.76477], [-1.10780, 4.54053, 0.65847], [-1.10420, 3.17144, 1.33992], [0.21876, 2.45140, 1.12908], [4.79165, 1.47431, -0.68985], [5.07902, 2.38920, -1.70583], [6.38363, 2.65190, -2.10111], [7.43928, 1.99485, -1.48557], [7.17947, 1.07883, -0.47528], [5.87164, 0.82722, -0.08461], [3.00706, 0.68135, 1.63373], [3.69619, 1.47835, 2.55109], [3.61930, 1.23537, 3.91479], [2.84719, 0.18079, 4.38719], [2.16228, -0.62773, 3.49160], [2.24856, -0.37931, 2.12865], [2.49941, -1.26734, -0.87795], [2.35827, -0.15986, -2.24325], [2.02583, 2.71021, -1.68221], [2.21834, 3.50299, -0.11682], [-1.37339, 2.50701, -1.18444], [-0.02032, 2.89710, -2.21499], [-1.14427, 4.97188, -1.48602], [0.46610, 4.92204, -0.80486], [-2.12680, 4.93247, 0.62539], [-0.52041, 5.24277, 1.25701], [-1.91828, 2.55299, 0.96011], [-1.26765, 3.27366, 2.41459], [0.21032, 1.50049, 1.65418], [1.02618, 3.06252, 1.55101], [4.26945, 2.91132, -2.20504], [6.57647, 3.36814, -2.89096], [8.45895, 2.19503, -1.79167], [7.99769, 0.55991, 0.00967], [5.68558, 0.11347, 0.71126], [4.30398, 2.30536, 2.19474], [4.15807, 1.86820, 4.61044], [2.77929, -0.00716, 5.45221], [1.54858, -1.44582, 3.84849], [1.69895, -1.00660, 1.43750], [-1.52599, -0.30926, 1.93099], [-2.26640, -0.05880, 0.99495], [-3.64225, -0.15594, 1.08302], [-4.27258, 0.05259, -0.19349], [-3.01385, 0.39093, -1.05305], [-3.08395, 0.64586, -2.24134], [-1.90832, 0.31123, -0.28412], [-4.94286, -1.22344, -0.68195], [-6.31509, -1.42032, -0.57721], [-6.88381, -2.63266, -0.94834], [-6.08543, -3.65753, -1.43124], [-4.71316, -3.46715, -1.53524], [-4.14434, -2.26055, -1.16152], [-5.17995, 1.27440, -0.21994], [-5.81218, 1.63179, -1.41136], [-6.60913, 2.76215, -1.47092], [-6.78764, 3.55635, -0.34383], [-6.15597, 3.21131, 0.83931], [-5.35402, 2.07684, 0.90001], [-4.05653, -0.69685, 1.82187], [-6.94745, -0.62246, -0.20796], [-7.95465, -2.77152, -0.86089], [-6.52920, -4.60035, -1.72707], [-4.07698, -4.25802, -1.91253], [-3.06844, -2.12983, -1.24456], [-5.65464, 1.02450, -2.29232], [-7.08892, 3.03013, -2.40434], [-7.41079, 4.44104, -0.39277], [-6.28005, 3.82684, 1.72214], [-4.84571, 1.81862, 1.81980], [4.17779, -5.86658, 0.87712], [3.09794, -4.98870, 0.30207], [2.02775, -4.56379, 1.07350], [1.01954, -3.75186, 0.55693], [-0.13046, -3.36933, 1.44214], [1.09614, -3.32788, -0.77752], [-0.27051, -2.19983, -1.53030], [2.16141, -3.77044, -1.57956], [2.27290, -3.37341, -3.02560], [3.14088, -4.58851, -1.02705], [4.02953, -6.01961, 1.94649], [5.16551, -5.42283, 0.73461], [4.18919, -6.84798, 0.39651], [1.96674, -4.87321, 2.11283], [-0.00329, -3.79233, 2.44065], [-1.07340, -3.72875, 1.02267], [-0.24124, -2.28956, 1.52659], [2.24911, -2.28910, -3.13083], [1.42875, -3.75367, -3.60354], [3.19882, -3.75816, -3.45731], [3.96684, -4.91313, -1.65394]],
  "forces_ev_per_angstrom": [[-0.036, 0.267, 0.170], [0.036, 0.040, -0.039], [-0.030, -0.049, 0.049], [0.028, 0.000, -0.081], [0.004, -0.002, -0.050], [-0.057, -0.014, 0.007], [-0.016, -0.009, 0.001], [0.009, -0.007, -0.004], [0.006, 0.001, -0.006], [-0.080, -0.034, -0.003], [-0.030, 0.022, 0.007], [-0.018, 0.018, -0.007], [0.017, 0.004, -0.006], [-0.001, -0.005, 0.006], [0.010, 0.008, -0.006], [0.006, -0.024, 0.023], [0.012, 0.020, -0.067], [0.012, 0.038, -0.002], [0.007, 0.006, 0.007], [-0.011, -0.012, -0.007], [0.010, -0.004, 0.039], [-0.022, -0.027, -0.003], [-0.001, 0.011, -0.024], [-0.007, 0.056, 0.007], [0.025, -0.008, 0.001], [0.002, 0.005, -0.003], [0.058, 0.026, -0.014], [0.002, 0.010, 0.000], [0.006, -0.001, 0.005], [0.013, -0.010, 0.001], [0.003, -0.009, -0.004], [-0.004, 0.006, -0.002], [0.000, 0.016, 0.006], [0.002, -0.002, 0.006], [0.017, -0.061, 0.032], [-0.019, -0.001, 0.011], [0.009, -0.002, 0.000], [0.000, -0.001, 0.001], [-0.001, -0.001, 0.001], [-0.001, 0.001, 0.000], [0.001, 0.003, -0.005], [-0.005, -0.006, 0.003], [-0.001, -0.001, -0.002], [-0.002, 0.001, -0.003], [0.003, 0.003, -0.004], [-0.049, -0.041, -0.028], [0.153, 0.220, -0.007], [-0.107, -0.553, 0.015], [-0.142, 0.268, 0.157], [-0.072, 0.239, 0.016], [0.119, -0.325, -0.242], [0.027, 0.134, 0.029], [0.209, 0.056, 0.132], [0.015, -0.059, -0.053], [0.031, 0.015, 0.022], [-0.013, -0.004, -0.006], [-0.009, -0.003, 0.003], [0.015, 0.010, 0.007], [0.005, 0.008, -0.033], [-0.062, -0.035, -0.014], [-0.004, 0.001, 0.020], [0.000, 0.007, -0.007], [-0.010, 0.016, -0.005], [0.001, 0.005, 0.007], [0.014, -0.004, -0.007], [0.054, -0.056, -0.023], [0.002, 0.011, 0.000], [0.000, 0.000, -0.001], [0.001, 0.001, 0.002], [0.004, -0.001, 0.004], [-0.069, -0.032, 0.023], [0.001, -0.007, -0.004], [-0.001, 0.001, 0.002], [0.002, -0.004, 0.000], [-0.002, -0.001, -0.002], [-0.002, -0.010, -0.008], [0.007, -0.005, 0.007], [-0.005, 0.004, 0.006], [0.021, -0.020, -0.006], [-0.002, 0.006, -0.059], [-0.032, 0.001, 0.010], [0.030, -0.054, -0.021], [-0.084, -0.178, -0.011], [-0.004, 0.011, 0.020], [0.009, -0.002, -0.018], [0.008, 0.002, 0.000], [0.001, 0.000, -0.001], [-0.003, -0.001, 0.000], [0.000, 0.003, 0.001], [0.001, 0.000, -0.002], [-0.003, -0.007, -0.002], [0.015, 0.005, 0.012], [-0.016, 0.104, 0.011], [0.004, 0.001, -0.007], [-0.006, -0.002, 0.012], [-0.006, 0.004, 0.003], [-0.002, 0.000, 0.002]],
  "e_lumo_ha": 0.094,
  "total_energy_ha": -4799.9343,
  "largest_force_ev_per_a": 0.56,
  "charge": -1,
  "e_homo_ev": -4.32,
  "orbital_gap_ev": 6.89
}

No. 2
{
  "formula": "C18H15N3O",
  "method": "the ωB97M-V functional and the def2-TZVPD basis",
  "symbols": ["N", "N", "O", "C", "C", "C", "C", "C", "C", "C", "C", "C", "C", "C", "C", "C", "C", "C", "C", "N", "C", "C", "H", "H", "H", "H", "H", "H", "H", "H", "H", "H", "H", "H", "H", "H", "H"],
  "positions_angstrom": [[-1.48711, -0.28108, 0.35648], [-0.43867, -3.50260, -1.97217], [-0.41479, 1.75347, 1.56538], [-0.38423, -0.35163, -0.35417], [-0.90339, -2.56834, -1.21481], [0.56042, 0.74237, -0.33041], [0.57303, 1.73500, 0.61118], [3.68267, 4.66362, 1.22474], [-4.35159, -2.41172, 1.24253], [-4.20401, -3.49164, 0.36763], [3.65290, 3.84617, 0.05318], [2.59409, 4.58829, 2.13957], [-3.46007, -1.33702, 1.22630], [-3.08391, -3.57778, -0.49966], [2.61126, 2.92259, -0.15521], [1.62202, 3.62134, 1.91198], [-2.33952, -1.38872, 0.37413], [-2.12694, -2.54305, -0.44326], [1.61406, 2.76625, 0.78628], [-0.06999, -1.47080, -1.08481], [0.90912, -3.08353, -2.45505], [1.06952, -1.64020, -1.99088], [-1.02105, 1.03039, 1.26881], [1.39124, 0.72934, -0.99215], [4.53219, 5.30918, 1.42511], [-5.15727, -2.40555, 1.92648], [-4.93184, -4.28737, 0.36189], [4.42526, 3.89399, -0.70682], [2.56780, 5.27550, 2.98007], [-3.59325, -0.46134, 1.86878], [-2.92996, -4.43300, -1.09396], [2.60304, 2.36336, -1.08889], [0.80542, 3.47887, 2.66206], [0.95559, -3.22825, -3.53814], [1.66878, -3.73969, -2.04252], [2.05362, -1.53317, -1.50837], [1.00555, -0.98327, -2.88132]],
  "forces_ev_per_angstrom": [[0.481, -0.547, -0.206], [-0.188, 0.252, 0.293], [1.521, 0.574, -1.190], [-0.298, -0.071, 0.160], [0.800, -1.145, -0.864], [0.379, 0.636, 0.435], [-1.738, -0.740, 1.327], [-0.989, -1.067, -0.667], [1.071, 0.388, -0.821], [1.242, 0.034, -0.783], [-0.498, 0.213, 1.107], [1.175, -0.429, -1.403], [0.111, -0.550, -0.263], [-0.719, 1.710, 2.165], [0.979, 0.815, -0.267], [-1.251, -0.414, 0.861], [-0.298, -0.284, -0.170], [-0.902, 0.327, 0.348], [0.030, 0.484, 0.441], [0.518, 1.109, 0.048], [-1.247, -0.609, 0.115], [0.678, 0.167, -0.662], [-0.606, -0.276, 0.275], [0.349, -0.223, -0.509], [-0.207, 0.064, -0.161], [-0.807, 0.057, 0.548], [-0.078, -0.087, 0.049], [0.068, 0.193, 0.232], [-0.123, -0.333, 0.005], [0.043, -0.375, -0.249], [0.224, -0.741, -0.757], [0.038, 0.034, 0.260], [0.769, 0.229, -0.814], [-0.022, 0.283, 0.103], [0.057, -0.155, 0.269], [-0.535, 0.391, 0.038], [-0.027, 0.085, 0.705]],
  "e_lumo_ha": -0.007,
  "smiles": "O/C(=C\\C1=Nc2ccccc2C2=NCCN12)c1ccccc1",
  "total_energy_ha": -934.4418,
  "largest_force_ev_per_a": 2.85,
  "e_homo_ev": -7.86,
  "orbital_gap_ev": 7.66
}

No. 3
{
  "formula": "H4NO2P2",
  "method": "the ωB97M-V functional and the def2-TZVPD basis",
  "symbols": ["N", "O", "O", "P", "P", "H", "H", "H", "H"],
  "positions_angstrom": [[-0.09702, 1.82168, 0.52541], [2.01399, -1.20700, 0.85581], [1.41761, -0.56051, -1.51454], [-1.01766, -1.70030, 0.12782], [1.00607, -0.75962, -0.11480], [-1.13202, 1.47699, 0.35300], [0.27582, 2.26840, -0.29507], [-1.28946, -0.80437, -0.90495], [-1.17734, -0.53528, 0.96732]],
  "forces_ev_per_angstrom": [[-1.623, -2.833, 0.705], [-0.291, 0.010, 1.073], [-0.639, 0.199, -0.599], [0.794, 1.298, 0.493], [0.296, 0.946, -0.201], [2.611, 1.190, -0.201], [-0.323, 0.047, -0.801], [-0.544, -0.051, -0.642], [-0.281, -0.806, 0.173]],
  "e_lumo_ha": [0.137, 0.137],
  "total_energy_ha": -890.3580,
  "largest_force_ev_per_a": 3.34,
  "charge": -1,
  "e_homo_ev": [-3.37, -3.38],
  "orbital_gap_ev": [7.10, 7.10]
}

No. 4
{
  "formula": "C29H25N3O2P2V",
  "method": "the ωB97M-V functional and the def2-TZVPD basis",
  "symbols": ["V", "N", "P", "C", "C", "C", "C", "C", "C", "C", "C", "C", "C", "C", "C", "P", "C", "C", "C", "C", "C", "C", "C", "C", "C", "C", "C", "C", "H", "H", "H", "H", "H", "H", "H", "H", "H", "H", "H", "H", "H", "H", "H", "H", "H", "H", "H", "H", "H", "N", "C", "O", "C", "C", "C", "C", "O", "N", "H", "H", "H", "H"],
  "positions_angstrom": [[1.12893, 0.43170, -1.00677], [-0.78450, -0.57585, 1.00520], [-1.11046, -0.27306, -0.63269], [-2.36972, 1.01750, -0.72162], [-3.52483, 0.91584, 0.05864], [-4.46815, 1.92753, 0.00062], [-4.25714, 3.03144, -0.81782], [-3.10824, 3.12937, -1.58922], [-2.16041, 2.11810, -1.54924], [-1.82492, -1.77660, -1.31841], [-0.91752, -2.81743, -1.53967], [-1.33327, -4.05180, -1.99870], [-2.67957, -4.23711, -2.28084], [-3.58471, -3.19923, -2.11347], [-3.16262, -1.96474, -1.63532], [0.75107, 0.16649, 1.29748], [0.50777, 1.49320, 2.47923], [-0.47260, 2.45793, 2.22638], [-0.56608, 3.56506, 3.04971], [0.32931, 3.72513, 4.10112], [1.30810, 2.77290, 4.34739], [1.40825, 1.65618, 3.53268], [1.78471, -1.08305, 2.07627], [1.30203, -1.84518, 3.13850], [2.12623, -2.78293, 3.73708], [3.42762, -2.95381, 3.27963], [3.91184, -2.19221, 2.22558], [3.09259, -1.25267, 1.61954], [-1.53145, -0.51380, 1.68863], [-3.68191, 0.06083, 0.70705], [-5.37242, 1.85596, 0.59019], [-4.99540, 3.82118, -0.85231], [-2.95272, 3.99540, -2.21843], [-1.26562, 2.16009, -2.15840], [1.12388, -3.25389, -1.58615], [-0.62275, -4.85464, -2.15750], [-3.01877, -5.19334, -2.65431], [-4.62716, -3.34993, -2.35799], [-3.87154, -1.15738, -1.51660], [-1.16286, 2.33345, 1.39812], [-1.33070, 4.30942, 2.87336], [0.26442, 4.60112, 4.73273], [1.99532, 2.89630, 5.17306], [2.16912, 0.91012, 3.72164], [0.28632, -1.69844, 3.48716], [1.76010, -3.37443, 4.56524], [4.06898, -3.68496, 3.75335], [4.92783, -2.32914, 1.87968], [3.46914, -0.63994, 0.80685], [0.46062, -2.51852, -1.35385], [0.85655, -1.33394, -1.07614], [2.06410, 2.09458, -1.25689], [2.14682, 1.59937, -2.41286], [3.29501, 1.58452, -3.38075], [2.95050, 0.39384, -4.29514], [1.58913, -0.09120, -3.81515], [1.00119, -1.09108, -4.10542], [1.13100, 0.80186, -2.81253], [4.24944, 1.50106, -2.86365], [3.30881, 2.53454, -3.91917], [3.66249, -0.42521, -4.20352], [2.89882, 0.65347, -5.35157]],
  "forces_ev_per_angstrom": [[-1.540, -0.678, 1.976], [0.155, 0.417, -0.203], [-1.105, 0.530, 0.488], [0.245, -0.211, -0.122], [0.082, 0.088, -0.042], [-0.060, -0.061, 0.069], [0.037, 0.009, -0.020], [0.008, 0.087, -0.041], [-0.044, -0.173, 0.086], [0.464, 0.138, -0.081], [-0.746, -0.061, -0.041], [0.295, -0.006, 0.036], [-0.093, 0.069, 0.017], [-0.043, -0.051, 0.000], [0.030, -0.037, 0.037], [-0.655, -0.690, 2.040], [0.144, 0.077, -0.244], [-0.004, -0.094, 0.041], [-0.037, 0.017, -0.006], [0.027, 0.005, 0.053], [-0.014, 0.002, -0.008], [-0.090, -0.073, -0.014], [0.097, 0.210, -0.106], [-0.041, 0.052, -0.065], [-0.051, 0.015, 0.015], [0.009, -0.012, 0.004], [0.109, -0.012, -0.039], [-0.179, 0.004, 0.097], [-0.001, -0.099, 0.077], [-0.075, 0.010, 0.004], [0.021, 0.011, 0.022], [-0.005, -0.005, -0.003], [0.001, -0.025, -0.018], [-0.016, 0.135, -0.027], [0.159, 0.053, 0.029], [-0.001, 0.022, -0.016], [0.013, -0.007, 0.007], [0.008, 0.006, -0.006], [-0.004, 0.003, -0.003], [-0.004, 0.065, 0.006], [0.006, -0.001, -0.016], [-0.023, -0.013, 0.005], [-0.002, 0.022, -0.004], [0.025, 0.033, 0.009], [0.023, -0.060, 0.080], [-0.004, -0.007, -0.012], [0.005, 0.006, -0.008], [-0.007, 0.009, 0.014], [0.068, -0.037, -0.011], [-0.017, 0.110, 0.076], [1.078, -1.825, -0.474], [0.585, 0.839, -0.016], [1.203, 0.701, -1.985], [0.020, 0.074, -0.065], [-0.058, 0.134, 0.054], [0.182, -0.510, -0.850], [0.063, 0.316, 0.000], [-0.137, 0.475, -0.899], [-0.030, -0.009, 0.059], [-0.022, 0.024, 0.031], [-0.012, -0.017, 0.004], [-0.044, 0.009, 0.007]],
  "e_lumo_ha": [-0.262, -0.297],
  "total_energy_ha": -3061.0133,
  "multiplicity": 2,
  "largest_force_ev_per_a": 2.60,
  "charge": 2,
  "e_homo_ev": [-14.57, -14.54],
  "orbital_gap_ev": [7.44, 6.46]
}